Below is a 14-piece molecular cluster, C30H88N12O14 overall at a distorted geometry, with properties calculated with wB97M-V/def2-TZVPD.

Structure (XYZ):
```
144
Properties=species:S:1:pos:R:3:forces:R:3:mulliken_charge:R:1
C 2.89379 -1.62255 6.78264 1.2 3.6 0.4 0.70
O 2.89972 -0.54998 7.39846 -0.1 -0.8 -0.1 -0.68
N 1.99324 -2.54727 6.91139 -2.7 -2.4 1.0 -0.37
N 3.78727 -1.90597 5.83561 1.5 -0.1 -1.1 -0.39
H 1.28298 -2.38079 7.60991 0.1 -0.5 -0.3 0.22
H 2.06434 -3.39027 6.35969 -0.5 0.1 0.5 0.15
H 4.40981 -1.15284 5.57998 0.0 -0.5 -0.2 0.22
H 3.69521 -2.77365 5.32693 0.5 0.5 -0.2 0.15
C -6.01149 -2.41143 6.58336 -1.8 1.9 -0.7 0.65
O -6.74965 -1.44692 6.71517 0.2 0.0 -0.3 -0.64
N -5.64929 -3.20121 7.55635 0.7 -2.2 5.1 -0.37
N -5.47136 -2.92363 5.48826 1.1 -0.5 -2.6 -0.31
H -6.02018 -3.08714 8.48885 0.0 0.3 -0.3 0.20
H -5.03303 -3.99501 7.45539 -0.3 0.3 0.1 0.13
H -4.95410 -3.75198 5.74592 0.0 0.2 -1.6 0.15
H -5.62476 -2.62396 4.53602 0.1 0.0 0.4 0.20
C 8.34782 -2.35804 -1.54129 2.8 -1.9 -2.5 0.63
O 9.24975 -2.90068 -2.19937 -0.6 0.3 0.4 -0.68
N 8.56312 -1.35782 -0.73893 1.0 3.1 2.2 -0.40
N 7.10445 -2.73487 -1.61426 -3.6 -1.6 -0.6 -0.37
H 9.42760 -0.87145 -0.92923 -0.2 0.0 0.4 0.24
H 7.76688 -0.83147 -0.40870 0.4 0.2 0.0 0.19
H 6.35202 -2.23612 -1.16128 0.1 -0.2 -0.2 0.17
H 6.89077 -3.40923 -2.33514 -0.1 0.1 0.3 0.22
C 1.43750 -2.24115 -6.92732 0.1 3.6 1.2 0.65
O 0.94758 -1.09007 -6.78912 0.9 -2.1 0.3 -0.69
N 1.01882 -3.05281 -7.85167 -1.5 -1.7 -2.6 -0.38
N 2.47256 -2.72021 -6.20739 0.7 0.4 1.4 -0.39
H 0.34823 -2.63543 -8.48111 0.1 -0.5 -0.1 0.23
H 1.41985 -3.96496 -8.01680 -0.3 0.3 -0.1 0.17
H 2.69563 -2.17193 -5.38901 0.3 -0.3 -0.2 0.22
H 2.97557 -3.56927 -6.42230 -0.3 0.3 0.2 0.17
C 0.40017 -0.90851 -0.01417 7.5 -0.3 -0.4 0.68
O 1.63388 -0.86719 -0.34636 -2.5 -0.5 0.4 -0.72
N 0.04455 -1.31323 1.17991 -0.5 -1.2 3.3 -0.40
N -0.55379 -0.53602 -0.76270 -3.9 1.5 -2.6 -0.34
H 0.71262 -1.90258 1.65576 -0.2 0.4 0.1 0.22
H -0.92360 -1.33942 1.46647 0.3 -0.3 0.0 0.17
H -1.41211 -0.40683 -0.24628 -0.4 0.2 -1.2 0.16
H -0.41821 -0.36337 -1.74855 -0.2 0.3 0.4 0.22
C -6.38980 1.97838 1.17606 2.1 -4.1 1.1 0.69
O -5.73656 0.91022 1.14559 -0.8 1.4 -0.3 -0.70
N -6.35685 2.96535 0.37387 0.9 4.3 -5.2 -0.32
N -7.19058 2.30427 2.15357 -1.9 -1.2 3.8 -0.41
H -6.95761 3.75035 0.58117 0.4 -0.1 -0.5 0.15
H -5.88186 2.97830 -0.51737 0.0 -0.3 0.3 0.20
H -7.78255 3.12258 2.15912 0.2 -0.6 0.4 0.17
H -7.16047 1.60033 2.87720 -0.7 0.5 0.4 0.22
C -0.34203 8.53970 1.52277 0.8 -1.1 0.5 -1.13
C -0.01555 7.79199 0.16754 -1.5 -1.0 1.3 0.28
C -0.49989 6.29551 0.19914 0.5 0.5 0.1 -1.21
O -0.76123 8.44596 -0.79972 -0.4 0.7 -1.6 -0.54
H -0.54480 7.83384 2.32822 0.8 -0.4 0.2 0.34
H -1.28479 9.07888 1.61534 -0.1 0.3 -1.2 0.33
H 0.45682 9.21550 1.82812 0.0 0.0 0.0 0.27
H 1.01934 7.82205 -0.17334 0.1 0.3 0.5 0.34
H 0.07827 5.68011 0.88842 -0.2 0.1 0.4 0.32
H -0.43516 5.76643 -0.75164 0.3 0.5 -0.3 0.34
H -1.56444 6.27646 0.43255 0.0 0.0 0.5 0.32
H -1.67743 8.33495 -0.53542 -0.2 0.2 -0.2 0.33
C -7.05830 -2.36430 -5.13041 -0.9 -1.1 0.3 -1.25
C -5.70070 -2.70347 -5.69609 -0.8 -2.4 -0.2 0.55
C -5.64024 -4.10321 -6.39778 0.0 0.0 1.5 -1.32
O -5.40195 -1.87273 -6.72264 1.1 2.4 -1.7 -0.53
H -7.34732 -3.18811 -4.47780 0.0 0.2 0.6 0.33
H -7.84592 -2.41535 -5.88218 0.3 0.1 -0.5 0.33
H -7.19095 -1.40013 -4.63962 0.5 0.0 0.2 0.34
H -4.92080 -2.67228 -4.93524 0.0 -0.1 0.4 0.23
H -4.60077 -4.30890 -6.65333 -0.1 0.1 -0.3 0.30
H -6.28607 -4.20317 -7.27013 0.1 0.4 0.0 0.34
H -5.92442 -4.88773 -5.69643 -0.1 -0.1 0.1 0.39
H -5.21000 -1.01856 -6.32877 0.0 0.4 -0.4 0.31
C 4.80725 4.84645 4.25925 0.6 0.3 -0.6 -1.26
C 5.14060 3.69315 3.32519 0.8 0.1 1.1 0.52
C 5.49473 3.97837 1.91559 -0.5 0.4 -1.5 -1.22
O 6.25448 2.99403 3.87333 -0.1 -1.1 0.6 -0.56
H 4.66743 4.44688 5.26368 -0.5 0.2 -0.1 0.31
H 4.00160 5.46526 3.86414 -0.3 -0.2 0.4 0.35
H 5.66902 5.51098 4.32139 0.2 0.1 0.0 0.32
H 4.29059 3.01094 3.33946 0.1 -0.3 0.0 0.25
H 5.61733 3.03211 1.38865 -0.4 -0.1 -0.1 0.30
H 6.43534 4.48303 1.69497 0.1 0.4 0.7 0.34
H 4.69544 4.56263 1.45965 0.0 0.0 -0.4 0.32
H 7.02417 3.56690 3.90481 -0.1 0.2 -0.1 0.34
C -1.52764 -8.03054 -2.78024 0.6 1.5 0.9 -1.18
C -0.87048 -7.41913 -1.49500 -1.0 0.0 -0.4 0.52
C -1.86283 -6.55801 -0.64972 -0.6 -0.9 -0.1 -1.34
O -0.41056 -8.45657 -0.65440 0.2 0.0 0.8 -0.54
H -0.95029 -8.78527 -3.31425 0.1 -0.5 0.7 0.41
H -1.50608 -7.23999 -3.53034 -0.9 0.2 0.0 0.29
H -2.51611 -8.33935 -2.44016 -0.1 -0.3 -0.8 0.32
H -0.08569 -6.72062 -1.78535 0.5 -0.2 0.0 0.17
H -2.25696 -5.67921 -1.16011 0.6 0.2 -0.1 0.36
H -1.51394 -6.33543 0.35867 0.7 0.4 -0.3 0.32
H -2.78225 -7.07998 -0.38457 -0.1 -0.7 -0.4 0.35
H -0.03540 -9.19001 -1.14726 0.0 0.2 -0.3 0.32
C -2.26424 3.02142 7.00423 -2.2 -0.7 -1.6 -1.30
C -2.00899 3.25586 8.41887 2.1 -1.1 1.1 0.42
C -2.14643 2.05709 9.35958 -1.4 0.4 0.0 -1.16
O -0.64279 3.51086 8.44180 2.8 1.8 0.7 -0.58
H -1.94406 2.03574 6.66657 0.5 0.0 0.1 0.31
H -1.77636 3.79624 6.41284 -0.3 0.0 -0.1 0.35
H -3.34002 2.97398 6.83530 -0.2 0.4 -0.5 0.36
H -2.44858 4.19115 8.76540 -0.4 -0.3 0.3 0.30
H -3.21620 1.97380 9.55126 0.0 -0.7 0.4 0.34
H -1.57898 2.17808 10.28233 -0.3 0.5 0.0 0.34
H -1.73147 1.14244 8.93610 -0.3 0.0 -0.5 0.27
H -0.12769 2.81960 8.01935 -0.2 -0.2 -0.1 0.34
C -6.01135 4.72350 -6.22029 0.6 -0.6 -0.3 -1.26
C -4.53605 4.50766 -6.72743 -1.0 1.5 0.6 0.50
C -3.77821 5.83273 -6.83452 -0.1 0.2 -1.0 -1.16
O -3.77905 3.75957 -5.83499 0.1 -1.4 1.5 -0.56
H -6.43016 5.58636 -6.73814 -0.1 -0.1 -0.1 0.32
H -6.18903 4.87180 -5.15514 0.8 0.3 0.1 0.33
H -6.60437 3.83229 -6.42562 -0.1 0.0 -0.4 0.32
H -4.60237 3.93826 -7.65452 0.0 0.4 -0.4 0.22
H -3.73012 6.37411 -5.88969 0.0 -0.4 0.2 0.30
H -4.17540 6.54209 -7.56058 -0.3 -0.1 -0.2 0.36
H -2.76805 5.59763 -7.16976 0.2 0.1 0.1 0.31
H -3.04682 3.33519 -6.28812 0.0 0.1 -0.1 0.32
C 3.36648 -8.92664 5.00691 2.4 0.4 0.6 -1.18
C 4.20773 -7.93449 4.12149 -0.2 -1.4 -1.0 0.36
C 5.09477 -8.54528 2.98976 0.5 -0.2 0.6 -1.26
O 3.33343 -7.06144 3.48487 -0.9 1.3 -0.4 -0.53
H 4.15733 -9.44633 5.54782 -0.1 -0.6 0.2 0.35
H 2.72967 -9.68901 4.55818 0.0 0.4 -0.5 0.31
H 2.85814 -8.38606 5.80533 -0.3 0.2 -0.4 0.32
H 4.87669 -7.32183 4.72584 -0.2 -0.1 0.4 0.26
H 5.54273 -7.78381 2.35134 -0.5 0.5 0.1 0.35
H 4.56246 -9.21729 2.31658 -0.2 -0.2 0.2 0.33
H 5.99413 -9.03845 3.35857 -0.2 -0.5 0.3 0.37
H 2.88003 -7.57709 2.81395 -0.2 0.1 -0.1 0.33
C 5.27618 4.06125 -5.23237 0.8 -0.5 0.4 -1.26
C 4.48676 5.08169 -6.00016 -0.3 -0.5 0.0 0.57
C 5.42130 6.16659 -6.52487 -0.3 -0.4 -1.1 -1.29
O 3.85829 4.34294 -7.06574 0.3 0.9 -0.8 -0.56
H 6.02694 3.62737 -5.89281 0.0 0.0 -0.3 0.33
H 4.64861 3.22624 -4.92090 -0.1 0.1 0.3 0.35
H 5.85771 4.44421 -4.39375 -0.3 0.2 0.2 0.34
H 3.66287 5.48355 -5.41042 0.2 0.4 0.3 0.21
H 6.02191 6.63214 -5.74344 -0.2 -0.1 0.0 0.35
H 4.94591 6.92036 -7.15251 -0.4 0.2 0.4 0.32
H 6.08696 5.69975 -7.25086 0.4 -0.3 0.2 0.34
H 3.34044 3.62159 -6.70094 0.0 0.0 0.2 0.31
```
Forces are in eV/Å.

Calculated values
LUMO = -0.0043 Ha
Orbital gap = 9.439 eV
Relative energy (zero: lowest compared OMol25 entry of this formula, charge and spin) = 700.94 kJ/mol
E_HOMO = -9.557 eV